ORCA calculation (ωB97M-V with the def2-TZVPD basis set) on a molecular structure, C8H10FN2O4S2.

Calculated values
Total energy, a.u.: -1617.62089
HOMO-LUMO gap, eV: 9.49
Largest force on an atom, eV Å⁻¹: 0.41
HOMO, eV: -6.380

Structure (ORCA input):
```
! wB97M-V def2-TZVPD RIJCOSX def2/J DEFGRID3
* xyz -1 1
O 1.781 1.624 2.425
S 1.052 2.029 1.250
O 0.740 3.432 1.102
C -0.554 1.236 1.371
C -0.569 -0.185 1.952
C -1.826 -0.356 2.778
F -1.842 -1.592 3.440
N 1.746 1.597 -0.131
S 2.173 0.127 -0.496
O 2.173 -0.823 0.591
O 3.322 0.157 -1.367
C 0.868 -0.441 -1.588
C -0.017 0.426 -2.198
C -0.973 -0.105 -3.050
N -1.094 -1.402 -3.319
C -0.225 -2.219 -2.730
C 0.768 -1.793 -1.866
H -1.119 1.915 2.014
H -0.994 1.258 0.375
H -0.594 -0.906 1.135
H 0.318 -0.362 2.556
H -2.717 -0.312 2.143
H -1.909 0.430 3.536
H 0.052 1.490 -2.020
H -1.682 0.555 -3.542
H -0.324 -3.277 -2.954
H 1.445 -2.502 -1.405
*
```

How positive or negative is each atom? The Löwdin charges in e answer that: O -0.330; S 0.502; O -0.355; C -0.245; C -0.205; C -0.218; F -0.075; N -0.334; S 0.500; O -0.322; O -0.318; C -0.266; C -0.059; C -0.156; N 0.042; C -0.159; C -0.050; H 0.093; H 0.088; H 0.107; H 0.107; H 0.118; H 0.116; H 0.108; H 0.099; H 0.098; H 0.114